{
  "formula": "C76H209N19O19",
  "method": "wB97M-V/def2-TZVPD",
  "charge": 0,
  "de_lowest_kcal_mol": 122.78,
  "gap_ev": 8.921,
  "largest_force_ev_per_a": 4.3,
  "lumo_energy_ev": 0.4,
  "symbols": ["O", "O", "O", "O", "O", "O", "O", "O", "O", "O", "O", "O", "O", "O", "O", "O", "O", "O", "O", "N", "N", "N", "N", "N", "N", "N", "N", "N", "N", "N", "N", "N", "N", "N", "N", "N", "N", "N", "C", "C", "C", "C", "C", "C", "C", "C", "C", "C", "C", "C", "C", "C", "C", "C", "C", "C", "C", "C", "C", "C", "C", "C", "C", "C", "C", "C", "C", "C", "C", "C", "C", "C", "C", "C", "C", "C", "C", "C", "C", "C", "C", "C", "C", "C", "C", "C", "C", "C", "C", "C", "C", "C", "C", "C", "C", "C", "C", "C", "C", "C", "C", "C", "C", "C", "C", "C", "C", "C", "C", "C", "C", "C", "C", "C", "H", "H", "H", "H", "H", "H", "H", "H", "H", "H", "H", "H", "H", "H", "H", "H", "H", "H", "H", "H", "H", "H", "H", "H", "H", "H", "H", "H", "H", "H", "H", "H", "H", "H", "H", "H", "H", "H", "H", "H", "H", "H", "H", "H", "H", "H", "H", "H", "H", "H", "H", "H", "H", "H", "H", "H", "H", "H", "H", "H", "H", "H", "H", "H", "H", "H", "H", "H", "H", "H", "H", "H", "H", "H", "H", "H", "H", "H", "H", "H", "H", "H", "H", "H", "H", "H", "H", "H", "H", "H", "H", "H", "H", "H", "H", "H", "H", "H", "H", "H", "H", "H", "H", "H", "H", "H", "H", "H", "H", "H", "H", "H", "H", "H", "H", "H", "H", "H", "H", "H", "H", "H", "H", "H", "H", "H", "H", "H", "H", "H", "H", "H", "H", "H", "H", "H", "H", "H", "H", "H", "H", "H", "H", "H", "H", "H", "H", "H", "H", "H", "H", "H", "H", "H", "H", "H", "H", "H", "H", "H", "H", "H", "H", "H", "H", "H", "H", "H", "H", "H", "H", "H", "H", "H", "H", "H", "H", "H", "H", "H", "H", "H", "H", "H", "H", "H", "H", "H", "H", "H", "H", "H", "H", "H", "H", "H", "H", "H", "H", "H", "H", "H", "H", "H", "H", "H", "H", "H", "H"],
  "xyz": [[-5.303, 3.802, 1.623], [-0.615, 7.192, 1.297], [-2.933, -1.387, 1.910], [-7.015, -4.744, 2.844], [1.566, 1.363, -4.930], [3.022, -3.200, -5.179], [4.581, 2.325, 1.298], [-5.979, -2.834, -3.254], [-2.375, 0.654, -4.001], [5.539, -3.097, 3.168], [0.881, -6.356, 6.070], [6.433, -6.247, 0.067], [0.338, 1.108, -0.018], [2.524, 6.364, -1.729], [-0.702, 3.144, 3.682], [-2.615, 5.721, -4.234], [0.514, -6.190, -2.009], [9.278, -0.295, -0.437], [-5.878, 0.484, -1.194], [-3.320, 0.614, 5.179], [-0.890, -5.189, 3.870], [1.966, 8.704, -3.350], [2.692, -4.047, 2.971], [7.678, -3.368, -1.821], [-9.578, 0.389, -0.989], [-3.404, 3.616, 4.948], [8.941, -5.039, 0.619], [1.688, 2.225, 6.327], [5.025, 3.325, 4.798], [-1.328, -3.897, 0.245], [-0.779, 9.997, 3.799], [5.455, -2.585, -4.229], [3.007, 1.430, -7.202], [-7.723, -3.879, -6.348], [-0.389, 8.601, -5.212], [0.533, -2.221, 1.673], [-3.364, -4.560, 2.324], [-2.615, -3.039, -3.616], [-4.334, 3.350, 2.611], [-6.890, -3.095, -5.476], [1.592, 7.330, -1.271], [-0.790, -1.515, -2.956], [-7.362, -1.664, -5.464], [-5.825, -4.109, 2.359], [-2.111, -5.856, -0.707], [-0.367, 8.716, 3.214], [-0.823, 1.648, -0.560], [0.754, 0.792, -7.708], [1.287, 2.421, -5.834], [1.460, -6.007, -3.021], [1.647, 1.943, -7.237], [1.785, 8.714, -1.950], [9.038, 0.510, 0.707], [6.700, -5.321, 1.151], [-1.950, 6.982, -4.034], [-4.529, -4.723, 4.512], [1.305, 1.600, -3.524], [-7.193, 0.421, -1.731], [0.327, -6.963, 4.941], [-1.136, 8.398, 1.915], [8.172, -1.214, -0.684], [-3.601, -1.464, 0.719], [0.204, -4.956, -1.313], [4.396, -1.700, -3.813], [-5.231, 3.072, 0.463], [-8.306, -4.128, 2.552], [3.470, 1.872, 0.544], [8.106, -5.408, 1.667], [-1.680, -7.372, 3.478], [-3.472, -0.468, 2.925], [-8.018, -1.068, 0.143], [-0.985, 7.288, -5.219], [8.437, -4.448, 2.852], [2.147, 5.053, -1.376], [1.888, -3.367, -6.068], [-0.112, -0.119, 0.554], [1.048, -1.072, 0.950], [-5.744, -3.229, -1.910], [6.579, 2.221, 3.296], [-4.835, 0.557, -2.137], [-0.001, 3.198, 4.949], [-0.002, 3.503, 2.524], [4.192, 2.617, 2.620], [4.648, -3.513, 4.270], [-1.571, 6.637, 0.443], [3.307, -1.852, -4.894], [-2.520, 1.710, -4.952], [-3.693, 5.396, -3.321], [-1.040, -6.461, 4.464], [-2.540, -1.681, 4.930], [5.350, -5.647, -0.636], [8.621, -2.298, -1.690], [-8.148, 0.304, -0.540], [2.229, -2.916, 5.060], [2.092, -6.936, 6.500], [-2.230, -1.613, -3.288], [-4.679, -4.893, 2.907], [0.601, 9.568, -1.723], [5.626, -1.690, 2.931], [1.979, -1.552, -0.249], [-2.607, -0.329, 4.272], [3.206, -3.010, 3.879], [-6.860, -3.675, -4.031], [1.202, 2.281, 4.982], [5.090, -0.274, -3.664], [0.863, 0.837, 4.576], [-4.372, 4.113, 3.952], [-0.822, -5.184, -0.216], [-0.735, 7.638, 4.276], [0.160, 6.255, -5.375], [8.914, -1.799, -3.061], [5.398, 3.237, 3.389], [-2.561, -0.689, -4.487], [-4.152, 5.653, 3.884], [0.486, 9.719, -0.650], [-4.877, 5.942, 3.123], [4.469, 0.454, -3.141], [8.890, -0.012, 1.653], [-0.575, -2.085, -2.052], [-3.132, 5.942, 3.630], [-1.629, 0.079, 4.020], [2.216, -6.700, 7.556], [3.337, -2.036, 3.407], [3.601, -1.291, -5.782], [-7.046, -1.157, 0.628], [-0.656, -0.738, -0.160], [2.015, -3.652, 2.335], [-0.518, -5.827, 0.610], [-4.555, 2.305, 2.833], [7.929, -1.795, 0.206], [-0.140, -1.791, 2.293], [-0.852, 6.630, 3.877], [8.520, -5.522, -0.161], [3.920, 1.729, 3.191], [1.703, -0.679, 1.728], [-7.388, 1.381, -2.207], [-2.569, -4.831, 2.886], [6.500, 1.398, 4.007], [-0.626, 10.737, 3.128], [1.232, -2.552, 4.813], [2.307, 5.006, -0.298], [2.367, 7.777, -3.388], [7.319, -0.613, -0.999], [1.390, 2.689, -7.988], [-2.084, -3.980, 0.910], [-7.342, -0.205, -2.611], [1.870, 3.289, -5.526], [9.755, -2.287, -3.553], [-2.463, 6.353, 1.003], [-3.841, 0.693, -1.710], [-0.416, -0.494, -2.882], [0.935, 1.856, 6.891], [-8.547, -4.055, 1.491], [-1.919, -1.695, 5.826], [2.002, -4.414, -6.349], [3.376, -4.501, 2.382], [1.961, 2.707, 4.326], [-4.497, -0.728, 3.192], [0.291, 4.181, 5.319], [-9.693, -0.379, -1.634], [4.963, -2.981, 5.168], [-9.114, -4.779, 2.886], [-4.296, 3.407, 0.012], [-2.692, -6.245, 0.129], [-2.197, 8.300, 2.145], [-7.931, 1.117, 0.153], [4.661, -4.558, 4.581], [0.125, 7.635, 4.946], [-2.736, -7.150, 3.324], [-1.959, 1.579, -5.877], [1.511, 0.666, -3.001], [-8.756, -1.242, 0.926], [-7.555, -1.293, -6.471], [9.580, -2.668, -1.326], [-1.075, 9.228, 1.211], [2.196, -0.684, -0.873], [4.537, -5.309, 0.006], [0.835, -0.091, -7.074], [6.397, -4.318, 0.849], [1.020, 6.237, -4.706], [8.104, -4.147, -2.302], [2.888, 4.395, -1.830], [8.409, -6.410, 1.970], [-1.311, -7.277, 2.456], [3.230, 0.856, 0.856], [-0.019, -2.767, 1.028], [-4.452, 6.177, -3.272], [9.903, 1.131, 0.941], [2.471, -5.837, -2.650], [-3.303, 5.044, -2.366], [2.002, 2.315, -3.088], [5.110, -6.367, -1.418], [3.346, 2.236, -6.695], [5.558, 0.054, -4.593], [1.143, 4.763, -1.683], [-6.634, -0.975, -5.037], [0.506, 6.355, -6.404], [-3.402, 0.483, 2.398], [1.823, 3.158, 6.689], [-5.871, -3.060, 2.652], [-4.820, -0.379, -2.695], [-1.653, 1.783, 0.133], [6.711, 1.817, 2.293], [4.938, -1.462, 2.117], [-0.363, 5.309, -5.228], [2.554, 9.289, -1.435], [-8.655, -3.854, -5.960], [0.752, 10.547, -2.178], [-0.673, -4.597, 4.659], [0.263, 2.793, -5.810], [-4.630, -1.666, 1.016], [1.974, -3.844, 5.571], [2.416, -1.316, -4.568], [-1.026, 9.234, -4.748], [-1.683, -8.404, 3.827], [-6.515, -4.708, -3.986], [-5.976, 3.301, -0.299], [-7.854, -3.609, -3.587], [-3.617, -2.927, -3.679], [8.687, -4.104, 0.335], [8.097, 1.039, 0.557], [-3.562, 1.861, -5.234], [-10.132, 0.235, -0.159], [4.798, 2.445, 5.239], [-8.397, -3.119, 2.955], [8.063, -1.854, -3.740], [-8.186, -1.869, -0.578], [-1.419, 6.820, -3.097], [-5.348, 3.999, 4.424], [1.528, 7.346, -0.183], [-3.280, -3.558, 2.229], [0.615, 6.969, -1.592], [-1.683, 7.772, 4.799], [-2.267, 2.641, -4.445], [-5.270, 1.989, 0.579], [2.197, -8.021, 6.459], [1.074, -4.415, -0.941], [-5.530, -4.295, -1.839], [3.275, 3.206, 2.627], [5.683, 4.244, 3.085], [-5.298, -5.324, 4.998], [-5.701, -4.153, 1.277], [-6.560, -2.954, -1.241], [2.683, -2.485, 5.953], [-0.601, 3.443, 1.615], [4.893, -3.384, -4.486], [-0.824, 0.012, 1.369], [3.057, 0.658, -6.552], [-1.297, 1.059, -1.345], [2.744, 9.340, -3.444], [5.979, -0.383, -3.044], [-3.508, 2.616, 5.038], [-1.796, -3.514, -0.563], [6.012, -5.539, 1.968], [-0.110, 10.129, 4.544], [-0.032, -5.098, 3.345], [9.515, -4.374, 2.988], [0.364, 0.794, 3.608], [2.899, -1.952, 0.176], [-0.279, 1.114, -7.832], [-3.522, -4.952, 4.861], [5.841, -2.304, -5.119], [3.770, 1.983, -0.498], [-1.769, -6.795, -1.142], [5.783, 3.704, 5.347], [0.997, -6.895, 4.085], [0.147, 0.390, 5.265], [7.990, -4.726, 3.806], [-2.773, -1.344, -2.381], [2.900, -6.431, 5.972], [0.276, 4.550, 2.641], [-4.898, 1.373, -2.857], [1.484, -6.874, -3.682], [0.961, -3.072, -5.577], [-3.350, 3.354, 2.143], [5.630, -4.718, -1.132], [7.026, -3.051, -2.524], [-4.142, 0.058, 5.370], [-0.740, 2.983, 5.721], [-8.314, -1.617, -4.934], [-2.052, -0.904, -5.426], [1.348, -5.099, -3.613], [-0.328, 9.178, -2.138], [8.043, -3.470, 2.573], [0.417, 8.641, -4.604], [-0.243, -1.993, -3.768], [-4.886, -2.723, -1.467], [6.625, -1.552, 2.519], [-2.455, 3.653, 4.605], [-2.065, -2.400, 4.263], [-3.547, -0.496, 0.221], [1.944, -2.773, -6.981], [-1.913, 7.179, -0.438], [-2.767, 0.600, 6.024], [1.119, 0.543, -8.705], [-1.186, 5.692, 0.059], [5.436, -1.090, 3.820], [-2.673, -5.330, -1.479], [-4.734, -3.701, 4.829], [-0.309, -4.327, -2.041], [-0.653, 2.683, -0.857], [-3.589, -0.860, -4.805], [0.694, 8.708, 2.963], [-4.086, 4.460, -3.717], [4.028, -2.182, -2.907], [0.242, -8.038, 5.097], [-1.631, 7.216, -6.094], [-7.420, -4.842, -6.397], [-3.531, -2.089, 5.130], [-1.713, -6.440, 5.321], [-4.806, -5.970, 2.802], [0.294, 1.899, -3.249], [1.563, -2.308, -0.915], [-2.725, 7.747, -3.972], [-2.283, -3.347, -4.520], [9.265, -0.767, -3.029], [-4.411, 6.123, 4.832], [7.503, 2.754, 3.519], [1.770, 0.234, 4.562], [2.583, 2.484, 0.707], [0.833, 2.835, 2.313], [-3.262, -2.296, 0.101], [-5.861, -3.158, -5.830]],
  "atomic_forces_ev_per_a": [[-0.487, 0.613, 2.343], [-0.378, 1.425, 0.395], [1.954, -0.449, 3.365], [-1.191, 0.287, -0.466], [-0.872, -0.057, 1.065], [-0.541, 0.385, -0.407], [-0.430, 0.312, 0.253], [0.327, -0.039, -0.085], [0.219, -0.184, -0.871], [-0.428, -1.378, 1.364], [-0.875, 0.052, 0.369], [-0.108, 1.688, 0.761], [-0.905, -1.057, 0.389], [0.027, 0.697, -0.665], [-0.596, -0.253, 0.992], [-0.585, -0.008, -0.207], [-0.145, 0.833, 0.917], [-0.530, -0.979, 0.419], [0.269, -0.308, 0.204], [0.342, -0.853, -1.302], [-0.253, 2.494, 0.538], [1.511, -1.297, -0.612], [-0.517, 0.005, -0.344], [-0.991, -0.637, 0.622], [1.434, 0.971, -0.179], [-0.317, -0.516, -0.296], [1.789, 0.356, -2.603], [0.633, 0.090, 0.937], [-0.624, 1.002, 0.453], [1.238, 1.437, -0.099], [0.181, -0.356, -0.498], [0.592, -1.277, 0.119], [0.232, 1.720, -0.782], [-0.321, -0.010, -0.207], [-0.638, 0.660, 0.424], [-0.074, 0.303, -0.168], [-1.423, 0.522, -1.206], [-0.143, 1.540, 1.159], [-0.789, 0.181, -0.385], [0.838, -0.548, 1.072], [-0.472, -0.055, -1.052], [1.132, -0.490, -0.107], [-0.067, 0.461, -0.324], [-0.970, -0.464, -0.228], [1.307, -2.585, -0.646], [-1.759, -1.250, -0.217], [-0.969, 1.675, -0.368], [-0.025, 0.155, -0.282], [-0.283, 0.405, 0.288], [0.831, 0.350, -0.274], [-1.768, -2.104, 0.471], [-0.855, 0.457, 2.843], [-0.336, -0.229, -0.012], [-1.243, -1.006, 1.354], [0.079, -1.211, 0.013], [-1.130, 0.132, -1.213], [0.617, -0.306, -0.540], [0.023, 1.968, 0.092], [-0.051, -1.681, -0.811], [0.443, 0.055, 0.157], [1.228, -0.137, -0.141], [-1.599, 0.628, 0.194], [-0.648, -0.902, -0.594], [0.893, 0.832, -1.103], [0.956, -0.112, -1.187], [0.956, -0.424, -0.452], [0.510, 0.202, 0.097], [-0.056, 0.472, 2.185], [-0.885, -1.159, -0.726], [1.655, 0.434, -0.735], [0.624, 0.355, 0.456], [0.525, -0.688, 0.631], [-0.755, -0.354, -0.441], [1.219, 0.276, 0.450], [1.289, -0.153, 0.457], [1.800, -1.487, -0.098], [1.181, -0.324, -0.334], [-0.182, -0.224, 0.078], [0.384, 0.926, -0.874], [-0.027, -0.506, -0.659], [-0.526, -0.161, -0.983], [0.510, 0.605, 0.040], [1.005, 0.637, 0.412], [-0.771, 2.981, -0.528], [-0.489, -1.466, -0.026], [-0.666, 1.825, 0.664], [-0.632, -0.081, 0.489], [1.393, -0.640, -1.092], [0.930, -1.088, 0.824], [0.934, -0.796, -0.496], [0.487, -0.388, -0.952], [0.975, 0.654, -0.183], [-1.208, -1.653, -0.421], [0.351, -0.594, 0.966], [0.457, 0.893, 0.501], [-0.043, -0.844, -1.584], [2.586, -0.062, 3.489], [-1.389, 0.869, 1.271], [-0.018, -1.251, -0.505], [-0.810, 0.992, 0.952], [-1.093, -0.486, -1.392], [0.391, -2.360, 0.614], [0.571, 1.294, 0.327], [-0.837, -0.622, -0.315], [-0.717, -1.406, 0.759], [0.031, 0.482, -0.424], [1.013, 1.298, 0.874], [-2.514, -0.371, -0.064], [1.016, -0.174, -0.482], [-1.555, -0.427, -0.407], [1.029, 1.747, -1.233], [-0.184, -2.231, 0.681], [-0.861, 0.715, 1.124], [-0.907, -1.083, -0.746], [-0.396, 0.173, 0.169], [0.247, 0.784, -0.138], [-0.119, 0.251, -0.553], [-0.053, -0.901, -0.035], [0.134, 0.154, 0.081], [-0.009, -0.151, -0.237], [-0.096, -0.073, -0.001], [-0.135, 0.211, 0.043], [-0.232, 0.101, 0.021], [0.420, -0.210, -0.479], [0.219, -0.336, -0.162], [-0.353, 0.229, -0.589], [-0.426, 0.259, -0.015], [0.714, 0.380, 0.124], [-0.054, -0.222, 0.088], [-0.174, 0.299, 0.442], [-0.382, -0.479, 0.611], [0.495, -0.025, -0.399], [0.542, -0.530, -0.699], [0.029, -0.666, -0.031], [0.270, 1.124, -0.415], [-0.175, 0.608, 0.112], [0.094, -0.269, 0.454], [-0.348, 0.062, 0.003], [0.104, 0.295, -0.064], [0.276, 0.706, -0.153], [-0.519, -0.567, 0.293], [0.632, -0.444, -1.506], [-0.310, -0.150, -0.158], [1.020, 0.627, 0.164], [0.101, -0.729, 0.225], [0.198, -1.263, 0.470], [0.462, 0.297, -0.172], [-0.107, -0.542, 0.097], [-0.301, 0.108, 0.173], [-0.288, -0.097, 0.686], [-0.214, -0.042, 0.169], [-0.052, -0.320, 0.306], [0.647, 0.079, -0.463], [-0.195, 0.198, 0.265], [-0.792, 0.023, 0.056], [0.556, 0.226, 0.177], [0.186, -0.167, 0.054], [-0.238, -0.093, -0.137], [0.335, 0.733, -0.896], [-0.483, -0.181, 0.029], [0.181, 0.312, 0.165], [0.412, -0.027, 0.713], [0.575, -0.679, -0.627], [-0.353, 0.844, 0.096], [-0.162, -0.316, 0.126], [-0.024, 0.010, -0.048], [0.299, -0.227, -1.060], [-0.332, -0.299, 0.582], [-0.148, 0.350, 0.367], [0.366, -0.158, 0.137], [-0.041, -0.156, -0.210], [-0.170, 0.384, 0.074], [0.028, -0.248, -0.146], [-0.092, -0.158, 0.556], [0.222, 0.161, -0.257], [0.268, 0.056, -0.016], [-0.419, -0.788, 0.243], [-0.143, 0.039, 0.102], [0.654, 0.290, -0.165], [-0.231, 0.672, 0.287], [0.374, -0.283, 0.192], [-0.151, -0.086, -0.099], [-0.503, -0.328, 0.040], [0.649, -0.233, 0.094], [-0.104, -0.211, -0.405], [-0.573, -0.538, -0.107], [0.064, -0.017, 0.204], [-0.141, 0.326, -0.702], [0.301, -0.397, 0.540], [0.097, 0.758, 0.526], [0.132, 0.379, -0.245], [-0.679, 0.063, 0.197], [1.826, -0.267, 0.158], [-0.762, 0.222, -0.352], [-0.199, 0.168, 0.002], [-0.117, -0.165, 0.356], [0.201, -0.269, 0.061], [-0.597, 0.429, 0.358], [0.359, 0.278, 0.046], [0.456, 0.262, 0.203], [0.112, -0.091, -0.299], [-0.009, -0.299, 0.900], [-0.114, -0.040, -0.020], [-0.240, 0.496, 0.110], [0.338, -0.444, -0.355], [0.739, -0.454, 0.113], [-0.359, -0.252, -0.203], [0.088, 0.034, -0.007], [-0.121, 0.808, 0.083], [-0.472, -0.367, 0.240], [-0.670, 0.015, -0.801], [0.255, -0.987, -0.866], [-0.532, -0.072, 0.209], [-0.344, 0.512, -0.261], [0.290, -0.157, -0.246], [0.071, -0.168, -0.180], [-0.521, 0.428, 0.518], [-0.359, -0.142, 0.000], [-0.508, -0.767, -0.243], [0.201, 0.650, 0.212], [0.143, 0.689, -0.017], [-0.357, -0.332, -0.121], [-0.319, -0.163, -0.172], [-0.099, -0.310, -0.322], [0.101, -0.022, 0.347], [-0.118, 0.075, 0.126], [0.233, 0.024, -0.137], [0.310, 0.806, 0.334], [-0.226, -0.254, -0.304], [0.320, 0.413, 0.157], [-0.083, 0.422, 0.256], [-0.520, 0.018, -0.119], [0.178, 0.790, 0.008], [0.473, -0.083, -0.052], [0.212, -0.136, 0.278], [-0.451, -0.131, -0.581], [0.339, -0.278, 0.058], [-0.131, -0.206, 0.001], [0.098, 0.632, -0.022], [-0.107, -0.190, -0.425], [0.217, -0.206, 0.193], [-0.526, 0.043, -0.458], [-0.354, -0.241, -0.165], [-0.074, 1.313, -0.263], [-0.653, -0.128, 0.379], [0.648, -1.000, -0.056], [0.163, 0.427, 0.402], [-0.240, -0.040, 0.170], [0.492, -0.131, -0.536], [0.175, 0.026, -1.003], [-0.129, -0.418, 0.368], [-0.372, -0.333, 0.229], [0.045, 0.305, -0.361], [-0.392, -0.298, 0.182], [-0.126, 0.497, 0.338], [0.279, -0.415, -0.512], [-0.026, -0.131, -0.195], [0.239, 0.070, -0.228], [0.060, 0.038, -0.054], [-0.142, -0.143, 0.230], [-0.124, -0.336, -0.146], [0.187, 0.435, -0.234], [-0.181, -0.480, -0.060], [-0.191, -0.283, -0.623], [0.079, 0.187, -0.038], [0.371, 0.311, -0.271], [0.103, 0.034, 0.357], [-0.155, -0.077, -0.091], [-0.530, 0.190, -0.322], [0.331, -0.347, -0.199], [0.618, 0.118, -0.330], [-0.562, 0.283, -0.083], [-0.198, 0.000, 0.136], [-0.121, -0.424, 0.199], [0.422, 0.275, 0.051], [0.569, 0.072, -0.133], [-0.774, -0.003, -0.047], [-0.578, 0.359, 0.653], [-0.265, -0.856, -0.172], [-0.042, 0.233, 0.235], [1.055, 0.007, 0.201], [-0.824, 0.155, -0.277], [0.007, -0.265, -0.009], [0.090, 0.195, 0.170], [0.446, -0.257, 0.075], [0.351, -0.053, -0.093], [0.238, 0.276, -0.595], [0.120, 0.328, 0.296], [0.082, 0.593, -0.495], [0.026, -0.166, -0.206], [-0.130, 0.008, -0.553], [0.439, 0.249, -0.039], [0.351, 0.802, 0.046], [-0.071, 0.183, 0.411], [-0.038, -0.247, -0.019], [0.346, -0.049, -0.001], [0.086, 0.073, 0.006], [0.008, 0.301, 0.263], [-0.023, 0.174, -0.226], [0.074, 0.381, -0.225], [0.373, -0.071, -0.571], [-0.634, 0.209, 0.347], [0.214, -0.303, 0.120], [-0.488, 0.253, -0.330], [-0.167, 0.747, 0.473], [-0.060, -0.372, 0.388], [0.047, -0.234, -0.242], [-0.025, -0.124, 0.042], [-0.012, 0.230, 0.220], [0.008, 0.460, 0.230], [-0.499, 0.059, -0.526], [-0.248, 0.067, -0.544], [-0.412, -0.029, 0.265], [0.122, 0.405, 0.210], [0.238, 0.198, -0.206], [-0.146, 0.330, -0.022], [-0.007, -0.180, -0.008], [0.141, -0.028, 0.185], [-0.061, -0.066, -0.004], [-0.104, 0.170, 0.062], [0.381, 0.121, 0.200], [0.308, 0.234, 0.149], [0.116, 0.115, -0.190]]
}